Density functional theory data (ωB97M-V/def2-TZVPD) for a structure of composition AgCl.

Its energy above the lowest of the compared OMol25 structures with the same formula, charge and spin is 0.13 kJ/mol. The value obtained for the lowest unoccupied orbital energy (alpha / beta) is -6.84 / -9.88 eV. The spin multiplicity is 2. As for the expectation value of S²: 0.753. The value obtained for the orbital gap (alpha / beta) is 11.10 / 7.77 eV. As for the total charge: +1.

Each line ends with the Löwdin charge.
Positions of all 2 atoms, in Å:
Ag  -6.2328  -22.3968  -14.2661  0.73
Cl  -4.1180  -23.4914  -13.2909  0.27

---

Density functional theory data (ωB97M-V/def2-TZVPD) for a structure of composition AgF2HO2P.

Its energy above the lowest of the compared OMol25 structures with the same formula, charge and spin is 0.00 kJ/mol. The value obtained for the lowest unoccupied orbital energy is -6.09 eV. The value obtained for the orbital gap is 10.90 eV. As for the total charge: +1.

Each line ends with the Löwdin charge.
Positions of all 7 atoms, in Å:
H  0.4201  1.7272  0.8681  0.15
P  0.1433  -0.3020  0.2626  0.40
F  0.2111  -1.4738  1.2952  -0.03
F  1.0363  -0.8525  -0.8950  -0.03
O  0.9566  0.8833  0.8788  -0.05
O  -1.2256  0.0957  -0.1403  -0.33
Ag  -3.3097  -0.0913  -0.9051  0.89

---

Density functional theory data (ωB97M-V/def2-TZVPD) for a structure of composition AlH12O6.

Its energy above the lowest of the compared OMol25 structures with the same formula, charge and spin is 514.01 kJ/mol. The value obtained for the lowest unoccupied orbital energy is -14.75 eV. The value obtained for the orbital gap is 9.73 eV. As for the total charge: +3.

Each line ends with the Löwdin charge.
Positions of all 19 atoms, in Å:
Al  0.0999  -0.0403  0.2264  1.06
O  1.0194  0.1739  -1.7121  0.05
H  1.5767  0.9252  -1.9153  0.14
H  0.9319  -0.2919  -2.5438  0.14
O  -0.9994  1.5175  -1.0574  0.04
H  -0.9166  2.4290  -1.3376  0.14
H  -1.6150  1.1301  -1.6796  0.13
O  -1.2322  -1.8856  0.4715  0.09
H  -1.3484  -2.5079  -0.2464  0.11
H  -1.1443  -2.4330  1.2518  0.13
O  1.1521  0.3735  2.1497  0.10
H  1.2844  0.0566  3.0432  0.15
H  1.5876  1.2256  2.1303  0.12
O  0.8408  -1.8123  -0.9324  0.03
H  1.5868  -2.3686  -0.7083  0.14
H  0.3483  -2.3196  -1.5776  0.13
O  -0.9792  1.6128  1.2852  0.05
H  -1.2855  2.4454  0.9257  0.12
H  -0.9074  1.7698  2.2267  0.12

---

Density functional theory data (ωB97M-V/def2-TZVPD) for a structure of composition ArH22O11.

Its energy above the lowest of the compared OMol25 structures with the same formula, charge and spin is 84.56 kJ/mol. The value obtained for the lowest unoccupied orbital energy is -0.32 eV. The value obtained for the orbital gap is 9.84 eV.

Each line ends with the Löwdin charge.
Positions of all 34 atoms, in Å:
Ar  0.0792  -0.5711  0.2043  0.17
O  -0.1095  3.6012  -0.4059  -0.05
H  -0.2864  3.1456  0.4171  -0.01
H  -0.9758  3.7886  -0.7674  0.04
O  1.4485  1.8864  3.0375  -0.07
H  1.9855  1.7856  2.2516  -0.01
H  0.5598  2.0155  2.7061  -0.05
O  2.9090  -0.5793  -1.7963  -0.04
H  3.5863  -0.0664  -2.2373  0.07
H  3.2697  -1.4648  -1.7511  0.07
O  3.2786  0.6241  0.9441  -0.06
H  3.1212  0.1864  0.1075  -0.02
H  4.0133  1.2131  0.7723  0.04
O  -0.1130  -4.0533  -0.7058  -0.04
H  0.1738  -4.9593  -0.8198  0.06
H  -0.4439  -4.0174  0.1917  0.05
O  -0.9847  2.6025  2.1486  -0.05
H  -1.5657  1.8439  2.0914  0.01
H  -1.2350  3.0355  2.9647  0.08
O  0.3160  1.7820  -2.6598  -0.07
H  -0.0961  0.9218  -2.5798  -0.01
H  0.4537  2.0671  -1.7565  -0.02
O  -1.4152  -2.8272  -2.7510  -0.05
H  -1.1957  -3.3277  -1.9652  -0.02
H  -2.3180  -2.5423  -2.6097  0.05
O  -2.3768  -1.9117  3.2577  -0.05
H  -1.8530  -2.5332  2.7521  0.02
H  -2.2653  -1.0773  2.8021  -0.02
O  -3.0710  0.7228  2.2077  -0.03
H  -3.5822  1.4487  2.5653  0.07
H  -3.3442  0.6650  1.2922  0.07
O  0.6357  -0.9682  -3.6533  -0.06
H  0.0576  -1.6035  -3.2310  -0.02
H  1.3438  -0.8325  -3.0237  -0.03

---

Density functional theory data (ωB97M-V/def2-TZVPD) for a structure of composition ArH22O11.

Its energy above the lowest of the compared OMol25 structures with the same formula, charge and spin is 82.49 kJ/mol. The value obtained for the lowest unoccupied orbital energy is -0.45 eV. The value obtained for the orbital gap is 9.63 eV.

Each line ends with the Löwdin charge.
Positions of all 34 atoms, in Å:
Ar  -0.0536  -0.3140  0.0526  0.28
O  -1.7681  -0.9921  3.3082  -0.04
H  -2.2103  -1.0697  2.4629  -0.02
H  -2.2705  -0.3293  3.7820  0.06
O  0.5243  0.5506  -2.7095  -0.10
H  0.7673  0.9092  -3.5630  0.07
H  1.3323  0.5818  -2.1972  -0.02
O  -0.5652  -1.9999  -2.6943  -0.07
H  -0.3011  -1.1276  -2.4019  -0.04
H  0.2029  -2.3426  -3.1512  0.05
O  1.7490  3.2360  -0.1449  -0.03
H  2.2682  3.9558  -0.5035  0.06
H  1.6333  3.4603  0.7784  0.07
O  -1.1588  2.9221  -1.7615  -0.05
H  -0.6121  2.2709  -2.2013  -0.02
H  -0.5880  3.3037  -1.0946  0.00
O  2.8679  -0.1875  2.1956  -0.05
H  3.1789  0.6100  2.6239  0.05
H  3.4512  -0.3000  1.4451  0.05
O  -2.9906  -1.7905  0.9536  -0.06
H  -2.5668  -2.6236  1.1598  0.06
H  -3.4908  -1.9664  0.1566  0.07
O  -0.7466  -4.1996  -1.0802  -0.07
H  -1.1619  -4.8604  -1.6342  0.03
H  -0.5402  -3.4808  -1.6777  -0.04
O  3.0517  1.1576  -1.5774  -0.05
H  2.7640  1.8900  -1.0325  -0.01
H  3.4185  1.5700  -2.3595  0.05
O  0.8592  -0.4872  4.1337  -0.07
H  0.1537  -0.8028  3.5691  -0.02
H  1.6170  -0.4150  3.5533  -0.03
O  -3.3081  1.0287  0.4336  -0.06
H  -2.9224  0.1900  0.6864  -0.05
H  -2.5842  1.6525  0.4899  0.01

---

Density functional theory data (ωB97M-V/def2-TZVPD) for a structure of composition ArH24O12.

Its energy above the lowest of the compared OMol25 structures with the same formula, charge and spin is 60.59 kJ/mol. The value obtained for the lowest unoccupied orbital energy is -0.23 eV. The value obtained for the orbital gap is 10.00 eV.

Each line ends with the Löwdin charge.
Positions of all 37 atoms, in Å:
Ar  -0.4750  -0.4324  0.1601  0.25
O  0.6976  1.1485  3.7450  -0.05
H  -0.1754  1.1726  3.3530  -0.01
H  1.0576  2.0205  3.5828  0.04
O  1.3256  -2.1876  -1.5401  -0.11
H  1.6351  -1.2854  -1.4598  -0.04
H  1.6746  -2.6308  -0.7668  -0.03
O  1.9738  2.0569  0.2127  -0.07
H  2.7194  1.8825  0.7871  0.05
H  2.0525  1.4079  -0.4865  -0.03
O  -0.5518  2.9732  -0.5268  -0.05
H  -0.3190  3.7772  -0.9911  0.06
H  0.2650  2.6870  -0.1179  -0.01
O  0.2299  0.0004  -3.7339  -0.05
H  -0.4665  0.5004  -3.3082  -0.02
H  -0.0102  -0.9151  -3.5910  0.05
O  1.7984  -1.5812  3.1026  -0.05
H  1.4774  -0.6891  2.9711  0.00
H  2.4235  -1.5075  3.8238  0.05
O  -1.4105  1.9453  -2.8605  -0.04
H  -1.0799  2.2562  -2.0177  -0.02
H  -2.2105  1.4670  -2.6428  0.05
O  2.2871  0.5138  -1.9753  -0.05
H  2.9432  1.1188  -2.3214  0.07
H  1.6189  0.4676  -2.6590  0.01
O  -2.1656  -3.8023  -0.7214  -0.05
H  -1.9983  -3.2520  -1.4866  0.02
H  -2.7738  -3.2917  -0.1869  0.01
O  2.2596  -3.3495  0.7659  -0.04
H  2.1028  -2.5768  1.3086  0.00
H  1.7292  -4.0372  1.1684  0.06
O  -3.8996  0.3767  0.5937  -0.04
H  -4.0670  0.6238  -0.3158  0.05
H  -3.9267  -0.5801  0.5913  0.04
O  -1.8775  1.3566  2.4641  -0.07
H  -2.4490  0.9275  1.8273  -0.03
H  -2.4149  1.4386  3.2519  0.05

---

Density functional theory data (ωB97M-V/def2-TZVPD) for a structure of composition As2F12Na.

Its energy above the lowest of the compared OMol25 structures with the same formula, charge and spin is 250.55 kJ/mol. The value obtained for the lowest unoccupied orbital energy is -1.50 eV. The value obtained for the orbital gap is 7.89 eV. As for the total charge: -1.

Each line ends with the Löwdin charge.
Positions of all 15 atoms, in Å:
Na  -1.1769  -0.1862  -2.5871  0.98
As  3.7224  3.5678  -2.7214  0.92
F  2.7621  3.8147  -4.1949  -0.30
F  4.8146  4.9761  -3.1240  -0.33
F  4.7413  3.5061  -1.1629  -0.34
F  2.6414  2.2825  -2.0851  -0.33
F  4.7911  2.4243  -3.5612  -0.29
F  2.6675  4.7850  -1.8850  -0.33
As  -3.5781  -3.6492  3.0596  0.96
F  -3.0378  -2.0950  3.7593  -0.32
F  -1.7787  -4.0789  3.1140  -0.33
F  -4.1415  -5.2402  2.2824  -0.33
F  -5.2148  -2.8734  3.0146  -0.32
F  -3.3350  -2.9606  1.3774  -0.36
F  -3.8775  -4.2731  4.7144  -0.30

---

Density functional theory data (ωB97M-V/def2-TZVPD) for a structure of composition As2F13Rb.

Its energy above the lowest of the compared OMol25 structures with the same formula, charge and spin is 0.00 kJ/mol. The value obtained for the lowest unoccupied orbital energy is 3.78 eV. The value obtained for the orbital gap is 6.41 eV. As for the total charge: -2.

Each line ends with the Löwdin charge.
Positions of all 16 atoms, in Å:
Rb  18.1094  8.0761  -14.3308  0.93
As  18.5337  10.0668  -10.0632  0.98
F  18.2276  9.3220  -11.6390  -0.37
F  19.3532  11.4622  -10.9073  -0.31
F  18.6502  10.9257  -8.4273  -0.34
F  17.6281  8.6500  -9.4149  -0.32
F  20.2018  9.3058  -9.6628  -0.35
F  16.8889  10.8072  -10.2640  -0.31
As  15.7496  11.7251  -15.0952  0.86
F  15.1132  10.8742  -16.5299  -0.29
F  14.9461  10.5134  -13.9841  -0.31
F  16.4711  12.5290  -13.7364  -0.26
F  16.5848  12.8928  -16.1883  -0.32
F  14.3361  12.7718  -15.0455  -0.29
F  17.1983  10.6470  -15.1708  -0.39
F  16.5744  7.7470  -16.6482  -0.92

---

Electronic energy? In order: -16511.4105, -22830.4245, -19045.3319, -37234.4486, -37234.4701, -39315.2211, -158711.5254, -157669.6987 eV.